# 1
ORCA calculation (the ωB97M-V functional and the def2-TZVPD basis) on a 15-piece molecular cluster, C60H165N15O15 overall in a non-equilibrium geometry.

Structure (XYZ):
```
255
Properties=species:S:1:pos:R:3
C -13.92876 -30.07538 12.65931
C -15.28454 -29.47901 12.60348
C -16.36268 -30.45440 13.10224
O -17.73252 -29.88498 13.03295
C -18.18460 -29.33642 11.84007
N -15.34445 -28.26449 13.40445
H -13.18317 -29.33436 12.37106
H -13.91849 -30.92471 11.97620
H -13.63387 -30.50223 13.61792
H -15.58529 -29.18101 11.59907
H -16.04450 -30.83730 14.07190
H -16.38780 -31.32082 12.44133
H -18.34434 -30.18313 11.17248
H -17.51996 -28.61041 11.37183
H -19.19090 -28.96111 12.02614
H -16.30497 -27.95844 13.46632
H -15.21923 -28.62717 14.33872
C -29.42080 -30.14451 19.76483
C -28.35843 -30.33570 20.90734
C -28.93600 -31.39149 21.88971
O -29.59947 -30.76086 22.96236
C -30.23104 -31.68180 23.86159
N -27.07837 -30.87523 20.36047
H -30.37738 -29.84122 20.19037
H -29.46941 -31.08604 19.21779
H -29.03881 -29.40260 19.06359
H -28.32699 -29.34952 21.37055
H -28.15129 -31.98470 22.35923
H -29.60233 -32.03985 21.32073
H -29.40005 -32.10319 24.42728
H -30.71739 -32.53672 23.39183
H -30.98148 -31.26788 24.53510
H -26.28338 -30.80605 20.97959
H -26.81860 -30.19138 19.66407
C -26.94212 -18.39387 19.67294
C -27.96762 -17.67339 18.81277
C -28.80274 -16.61285 19.60643
O -29.40735 -17.18409 20.78316
C -30.08407 -16.17174 21.50393
N -27.35551 -17.12245 17.62191
H -26.79463 -19.43010 19.36870
H -27.18570 -18.49292 20.73075
H -25.98121 -17.88249 19.73005
H -28.66259 -18.44600 18.48383
H -29.58904 -16.25925 18.93949
H -28.23939 -15.69321 19.76460
H -30.62030 -16.66578 22.31417
H -30.73873 -15.59129 20.85386
H -29.43992 -15.43697 21.98690
H -26.61209 -16.50090 17.90671
H -28.00731 -16.58162 17.07167
C -21.65675 -22.28360 12.55471
C -22.84484 -21.91232 11.63985
C -23.53413 -23.05571 10.92418
O -22.73621 -23.57867 9.90863
C -22.94601 -24.96943 9.72464
N -23.84383 -21.27817 12.51306
H -21.83217 -22.97474 13.37913
H -21.30209 -21.43281 13.13649
H -20.85208 -22.58775 11.88531
H -22.43526 -21.15253 10.97422
H -24.43610 -22.63003 10.48449
H -23.90175 -23.76949 11.66137
H -24.00358 -25.19919 9.59482
H -22.52160 -25.53034 10.55732
H -22.40681 -25.21675 8.81021
H -24.36486 -20.61179 11.96119
H -23.37188 -20.57637 13.06517
C -23.25870 -27.93509 15.77941
C -23.44463 -27.03947 16.97332
C -22.91731 -25.56139 16.79005
O -23.05926 -24.88725 18.02294
C -22.48846 -23.55879 17.89787
N -24.82638 -26.93469 17.33809
H -23.52449 -27.45875 14.83572
H -23.90593 -28.81212 15.77861
H -22.21918 -28.23518 15.64732
H -22.95548 -27.57349 17.78798
H -23.51191 -25.00903 16.06242
H -21.88772 -25.64244 16.44154
H -22.97976 -22.85618 17.22478
H -21.42929 -23.65207 17.65795
H -22.51251 -23.07805 18.87583
H -24.86531 -26.09885 17.90374
H -25.35391 -26.61344 16.53896
C -20.55322 -25.35346 24.59678
C -20.60743 -25.04929 23.14038
C -19.38126 -25.68674 22.40582
O -18.14616 -25.05397 22.67697
C -17.97323 -23.65434 22.40647
N -21.80707 -25.59689 22.57754
H -20.88968 -26.38883 24.65041
H -21.19393 -24.75689 25.24616
H -19.53631 -25.21021 24.96212
H -20.73479 -23.96906 23.21093
H -19.52228 -25.51118 21.33934
H -19.27766 -26.75638 22.58813
H -18.65238 -23.00332 22.95696
H -18.35631 -23.52050 21.39480
H -16.94732 -23.34529 22.60663
H -21.98753 -25.17202 21.67920
H -22.51366 -25.12269 23.12156
C -11.86566 -27.74006 17.30826
C -12.44094 -28.26312 18.60844
C -13.58277 -29.23653 18.39460
O -14.65659 -28.69316 17.61214
C -15.47381 -27.71022 18.31461
N -11.31104 -28.74972 19.35986
H -11.58709 -28.50496 16.58340
H -10.96315 -27.14382 17.44272
H -12.61623 -27.14580 16.78711
H -12.85925 -27.46216 19.21800
H -13.98032 -29.58918 19.34627
H -13.22876 -30.08144 17.80390
H -16.35935 -27.59834 17.68898
H -15.01836 -26.73363 18.47872
H -15.70205 -28.04313 19.32712
H -10.96593 -29.51195 18.79417
H -10.57324 -28.05997 19.36160
C -20.35134 -16.50307 15.99307
C -21.78413 -16.41926 16.50091
C -22.14629 -14.97574 16.88397
O -23.47848 -14.91053 17.37974
C -23.97336 -13.64467 17.68275
N -22.67038 -16.92481 15.50873
H -20.06479 -15.82944 15.18548
H -19.99680 -17.48617 15.68337
H -19.63250 -16.15849 16.73648
H -21.89779 -17.05186 17.38126
H -22.15951 -14.23225 16.08700
H -21.49665 -14.65961 17.70014
H -24.32186 -13.11988 16.79323
H -23.28545 -13.06324 18.29662
H -24.88523 -13.81475 18.25516
H -22.83369 -16.23169 14.79247
H -23.59474 -16.87368 15.91252
C -23.70187 -38.62254 11.97088
C -22.24521 -38.54055 12.31994
C -21.97212 -37.33551 13.28819
O -22.40631 -36.07773 12.75815
C -21.95897 -34.91316 13.39874
N -21.90304 -39.78783 12.98347
H -23.87217 -39.40416 11.23050
H -23.99842 -37.68345 11.50369
H -24.37650 -38.54995 12.82394
H -21.74956 -38.41817 11.35690
H -20.91437 -37.38031 13.54749
H -22.57074 -37.63792 14.14743
H -22.43440 -34.03199 12.96793
H -20.89417 -34.74989 13.23249
H -22.17920 -34.86498 14.46517
H -22.09815 -40.51734 12.31275
H -22.51883 -39.99334 13.75721
C -14.72004 -19.56100 24.43560
C -14.60468 -18.54533 23.24148
C -15.89877 -17.72186 22.85803
O -17.05771 -18.54597 22.69341
C -18.11030 -17.84307 21.98222
N -13.41798 -17.68679 23.49915
H -15.54569 -20.26242 24.31564
H -14.96797 -18.91182 25.27536
H -13.79009 -20.07723 24.67393
H -14.28819 -19.15209 22.39309
H -15.55108 -17.28036 21.92406
H -16.10799 -16.90703 23.55113
H -17.87418 -17.54454 20.96084
H -18.41367 -16.94407 22.51875
H -18.97432 -18.50454 21.91870
H -13.63231 -17.20800 24.36224
H -12.65734 -18.19543 23.92671
C -25.52686 -14.82174 24.35019
C -25.26392 -16.19609 24.89747
C -24.03505 -16.82767 24.12276
O -23.48718 -17.94869 24.78100
C -24.09137 -19.19549 24.46248
N -25.02239 -16.12119 26.35484
H -24.66246 -14.15770 24.35083
H -26.27173 -14.32854 24.97471
H -25.92744 -14.82370 23.33648
H -26.14046 -16.83170 24.77176
H -23.22308 -16.10093 24.09716
H -24.44503 -16.96701 23.12247
H -23.56585 -19.95139 25.04603
H -24.01407 -19.44843 23.40505
H -25.16865 -19.13393 24.61672
H -24.26085 -16.71792 26.64478
H -24.59133 -15.21038 26.42347
C -29.42890 -23.39606 16.01258
C -28.21802 -23.25868 15.07998
C -28.29598 -24.30187 13.97857
O -27.92190 -25.55793 14.49906
C -28.02033 -26.55502 13.49593
N -28.10192 -21.90857 14.56531
H -29.67924 -24.44191 16.19036
H -30.28627 -22.97386 15.48842
H -29.34560 -22.94583 17.00176
H -27.32145 -23.49885 15.65147
H -27.52266 -23.94483 13.29843
H -29.20240 -24.25204 13.37522
H -27.60608 -27.48860 13.87661
H -27.36351 -26.33652 12.65394
H -29.06947 -26.68819 13.23196
H -27.23034 -21.94272 14.05612
H -28.00508 -21.19612 15.27463
C -27.68179 -24.37295 21.45842
C -28.49342 -23.76977 22.58056
C -29.84074 -24.58533 22.71224
O -30.62102 -24.30637 21.55400
C -31.75304 -25.09624 21.42943
N -27.74575 -23.95323 23.84231
H -27.53144 -25.45206 21.42614
H -26.66080 -23.99581 21.39959
H -28.09488 -24.07012 20.49626
H -28.74822 -22.72579 22.39813
H -30.41464 -24.25319 23.57735
H -29.71135 -25.65921 22.84690
H -31.36289 -25.96065 20.89215
H -32.49343 -24.59846 20.80321
H -32.24517 -25.34695 22.36914
H -27.65492 -24.92831 24.08942
H -28.40247 -23.57396 24.50937
C -25.83801 -35.19278 17.11688
C -25.65383 -35.88886 18.45419
C -24.25352 -35.84483 19.12599
O -23.46026 -36.74052 18.34965
C -22.07562 -36.46538 18.41175
N -26.64335 -35.30244 19.33467
H -25.17126 -35.57184 16.34237
H -25.60412 -34.13178 17.20450
H -26.88176 -35.18377 16.80285
H -26.02400 -36.90989 18.36154
H -24.32188 -36.25430 20.13385
H -23.88715 -34.82327 19.22744
H -21.67264 -37.43135 18.10740
H -21.76321 -36.26618 19.43685
H -21.70763 -35.62101 17.82891
H -27.53027 -35.46204 18.87862
H -26.58408 -34.29841 19.24244
C -22.23922 -32.69157 22.57336
C -21.78338 -31.30515 22.20002
C -21.28598 -31.11253 20.78236
O -20.04762 -31.79042 20.61329
C -19.43762 -31.66243 19.29752
N -22.86807 -30.30784 22.40146
H -23.30532 -32.81535 22.38304
H -22.27775 -32.88249 23.64582
H -21.74180 -33.52222 22.07268
H -20.93861 -31.18902 22.87899
H -21.13304 -30.06287 20.53148
H -22.00123 -31.45397 20.03407
H -19.81193 -32.25368 18.46181
H -18.37319 -31.85260 19.43511
H -19.45145 -30.63353 18.93799
H -22.57907 -29.44658 21.96010
H -22.83779 -30.11843 23.39308
```

Properties
**LUMO level**: 0.00 eV
**Energy above the lowest of the compared OMol25 structures with the same formula, charge and spin**: 193.8 kcal/mol

Atomic partial charges in e from the Mulliken method, atoms 1 to 2: -1.661, 0.467

***

# 2
ORCA calculation (the ωB97M-V functional and the def2-TZVPD basis) on C7H6FNO2 in the gas phase in a non-equilibrium geometry.

Structure (XYZ):
```
17
Properties=species:S:1:pos:R:3
O -2.20463 0.48074 1.52377
C -1.59929 0.25018 0.41976
N -2.34392 0.12882 -0.80067
O -3.75446 -0.08518 -0.54289
C -0.25261 0.09617 0.22447
C 0.43052 -1.12768 0.27169
C 1.77339 -1.25488 0.16287
C 2.58300 -0.15399 -0.03273
C 1.99998 1.18998 -0.15780
C 0.59228 1.24491 0.04234
F 0.04448 2.43536 0.01036
H -1.88571 -0.61026 -1.51754
H -3.85043 0.04258 0.47495
H -0.23395 -2.21551 0.42276
H 2.30231 -2.28197 0.06135
H 3.65543 -0.24617 -0.30858
H 2.74364 2.10690 -0.25411
```

Properties
**SMILES**: O=C(NO)c1ccccc1F
**LUMO level**: 0.33 eV
**Energy above the lowest of the compared OMol25 structures with the same formula, charge and spin**: 58.9 kcal/mol

Atomic partial charges in e from the Mulliken method, atoms 1 to 2: -0.684, 0.072

***

# 3
ORCA calculation (the ωB97M-V functional and the def2-TZVPD basis) on an isolated ion of composition C5H12N3S and charge +1 in a non-equilibrium geometry.

Structure (XYZ):
```
21
Properties=species:S:1:pos:R:3
C 0.62703 -1.71772 0.04858
C 1.95771 -1.37324 0.09617
C -0.37679 -0.63089 -0.01760
C 0.46399 0.74030 -0.04769
C 0.38637 1.61188 1.25322
N -1.36806 -0.56483 0.93535
N -0.15766 1.47637 -1.18960
N -1.21631 -0.74549 -1.30397
S 2.23473 0.32399 -0.40971
H 0.40150 -2.72147 0.38557
H 2.71585 -1.99202 0.12731
H 0.92509 2.52201 1.05433
H 1.02193 1.10806 2.06403
H -0.64728 1.86454 1.39813
H -0.83203 -0.58620 1.85953
H -2.00198 -1.29746 0.90322
H -0.57330 2.27675 -0.81825
H 0.51474 1.86396 -1.85323
H -2.19460 -0.82177 -1.03592
H -1.01442 -1.59731 -1.85701
H -0.86651 0.26055 -1.59244
```

Properties
**Multiplicity**: 3
**LUMO level (alpha / beta)**: -2.80 / -6.08 eV
**Net charge**: +1
**Energy above the lowest of the compared OMol25 structures with the same formula, charge and spin**: 31.7 kcal/mol

Atomic partial charges in e from the Mulliken method, atoms 1 to 2: -1.021, -0.706